The following is a quantum chemistry calculation of a structure of composition C3HO2Rh, from the OMol25 dataset.

The value obtained for the orbital gap (spin up / spin down) is 8.021 / 5.667 eV. The value obtained for the total energy is -375.2346 a.u. Its spin multiplicity is 6. The HOMO energy (spin up / spin down) is -13.4582 / -16.0292 eV. The value obtained for the energy above the lowest of the compared OMol25 structures with the same formula, charge and spin is 192.54 kJ/mol. The LUMO energy (spin up / spin down) comes out at -5.437 / -10.362 eV. The max |F| is 0.1023 hartree/bohr. Its net charge is +1.

Last column: Mulliken spin population.
Atoms and positions in Å:
O  -1.1305  0.8604  0.4542  0.24
O  -0.3792  0.2449  -1.5096  0.23
C  -0.2531  0.3062  -0.2571  -0.18
Rh  -2.0435  1.4221  -1.3012  4.63
C  1.4774  -1.4796  0.5172  0.03
C  0.8659  -0.4042  0.3862  0.05
H  1.4630  -0.9498  1.7102  0.00